No. 1
Computed, not measured: C16H39GaN2O3 as an isolated structure, with wB97M-V/def2-TZVPD.

The HOMO energy comes out at -6.4 eV. The calculation puts the LUMO energy at -0.48 eV.

Atoms and positions in Å:
C (0.65, 0.45, -2.00)
C (-0.45, -0.57, -2.35)
O (-0.84, -1.34, -1.25)
Ga (-0.57, -3.21, -1.45)
O (-0.18, -3.78, 0.32)
C (1.03, -3.67, -2.60)
C (0.82, -3.60, -4.12)
N (1.92, -2.85, -4.78)
C (-2.23, -4.21, -2.05)
C (-3.46, -3.38, -2.42)
C (-3.20, -2.28, -3.45)
O (-4.21, -2.31, -4.47)
H (0.19, 1.44, -1.99)
H (1.04, 0.24, -1.01)
H (1.45, 0.47, -2.74)
H (-0.10, -1.17, -3.20)
H (-1.32, -0.01, -2.72)
H (0.10, -4.70, 0.26)
H (1.93, -3.09, -2.35)
H (1.28, -4.70, -2.34)
H (0.81, -4.59, -4.57)
H (-0.13, -3.11, -4.36)
H (1.74, -2.76, -5.77)
H (1.94, -1.91, -4.39)
H (-2.52, -4.85, -1.21)
H (-1.98, -4.89, -2.87)
H (-4.23, -4.02, -2.87)
H (-3.91, -2.94, -1.53)
H (-3.22, -1.31, -2.96)
H (-2.21, -2.41, -3.89)
H (-4.26, -1.44, -4.86)
C (1.27, 5.48, 4.01)
C (1.34, 5.13, 2.52)
C (0.50, 3.96, 2.02)
N (0.88, 2.56, 2.44)
C (0.03, 1.64, 1.58)
C (0.12, 0.18, 1.99)
C (-0.23, 0.00, 3.46)
C (0.68, 0.88, 4.32)
C (0.60, 2.34, 3.90)
C (2.32, 2.32, 2.13)
H (1.96, 4.90, 4.61)
H (1.54, 6.53, 4.15)
H (0.26, 5.35, 4.40)
H (2.38, 5.01, 2.21)
H (0.97, 5.98, 1.95)
H (0.54, 3.95, 0.93)
H (-0.54, 4.09, 2.32)
H (-1.00, 2.00, 1.68)
H (0.35, 1.78, 0.55)
H (-0.55, -0.41, 1.37)
H (1.12, -0.21, 1.79)
H (-0.12, -1.04, 3.75)
H (-1.28, 0.27, 3.63)
H (1.71, 0.52, 4.26)
H (0.39, 0.82, 5.37)
H (1.33, 2.92, 4.45)
H (-0.40, 2.74, 4.08)
H (2.93, 2.95, 2.77)
H (2.49, 2.57, 1.08)
H (2.56, 1.28, 2.30)

***

No. 2
Computed, not measured: a 3-piece molecular cluster, C16H39NO7PS3 overall, with wB97M-V/def2-TZVPD.

The HOMO energy comes out at -6.0 eV. Its charge is -1. The calculation puts the LUMO energy at 2.30 eV.

Atoms and positions in Å:
C (3.01, -7.49, -1.64)
O (2.38, -6.36, -2.33)
C (3.35, -5.33, -2.73)
C (2.65, -3.83, -2.51)
C (1.05, -3.79, -2.83)
S (-0.05, -3.45, -1.35)
O (0.78, -3.12, -0.04)
O (-0.86, -2.13, -1.64)
N (-1.07, -4.81, -0.93)
S (-2.29, -5.13, -2.14)
O (-2.22, -4.21, -3.39)
O (-3.67, -5.06, -1.39)
P (-2.18, -7.17, -2.91)
O (-2.81, -8.29, -1.74)
O (-0.51, -7.41, -3.35)
S (-3.21, -7.27, -4.58)
H (2.99, -8.47, -2.31)
H (2.35, -7.70, -0.67)
H (4.09, -7.29, -1.24)
H (3.60, -5.39, -3.89)
H (4.34, -5.31, -2.12)
H (2.96, -3.44, -1.44)
H (3.20, -3.12, -3.29)
H (0.65, -4.74, -3.43)
H (0.88, -2.87, -3.58)
H (-2.23, -8.17, -0.92)
H (-0.28, -8.39, -3.42)
C (2.00, 0.87, -0.67)
C (0.49, 0.82, -0.55)
C (-0.24, 1.35, -1.79)
C (0.02, 2.82, -2.12)
C (-0.33, 3.82, -1.01)
C (-1.81, 3.82, -0.64)
H (2.37, 1.89, -0.78)
H (2.47, 0.45, 0.23)
H (2.34, 0.29, -1.53)
H (0.17, 1.37, 0.35)
H (0.18, -0.22, -0.38)
H (-1.32, 1.18, -1.66)
H (0.05, 0.74, -2.65)
H (-0.56, 3.07, -3.02)
H (1.07, 2.95, -2.40)
H (-0.06, 4.82, -1.36)
H (0.27, 3.62, -0.12)
H (-2.43, 4.05, -1.51)
H (-2.00, 4.57, 0.12)
H (-2.12, 2.85, -0.24)
C (-2.54, 5.41, 5.96)
C (-2.00, 6.20, 4.77)
C (-1.84, 5.35, 3.51)
C (-0.84, 4.19, 3.62)
C (0.59, 4.59, 4.02)
C (1.26, 5.51, 3.00)
H (-1.86, 4.62, 6.26)
H (-2.68, 6.08, 6.82)
H (-3.51, 4.97, 5.72)
H (-1.05, 6.67, 5.04)
H (-2.70, 7.01, 4.55)
H (-1.54, 6.00, 2.68)
H (-2.81, 4.93, 3.23)
H (-0.80, 3.67, 2.66)
H (-1.21, 3.46, 4.35)
H (1.19, 3.68, 4.11)
H (0.59, 5.07, 5.00)
H (1.30, 5.03, 2.02)
H (2.28, 5.73, 3.32)
H (0.73, 6.46, 2.91)

***

No. 3
Computed, not measured: C16H40Br12FIN2O4P2Si2 as an isolated structure, with wB97M-V/def2-TZVPD.

The HOMO energy comes out at -7.1 eV. The calculation puts the LUMO energy at 0.17 eV. For the relative energy (zero: lowest compared OMol25 entry of this formula, charge and spin), the calculation gives 25.3 kcal/mol.

Atoms and positions in Å:
C (-0.31, 0.56, 2.51)
C (-1.72, -0.05, 2.18)
I (-2.02, -1.99, 3.16)
C (-2.04, -0.12, 0.63)
Si (-0.90, -1.35, -0.30)
F (0.33, -1.91, 0.68)
O (-0.37, -0.78, -1.83)
Si (0.87, 0.42, -1.80)
C (2.52, -0.16, -1.04)
N (2.66, 0.16, 0.43)
P (1.30, 0.85, -3.97)
N (3.02, 1.27, -4.13)
O (0.99, -0.59, -4.86)
P (0.20, 2.38, -0.94)
O (1.38, 3.54, -1.32)
O (-1.10, 2.80, -1.97)
H (-0.50, 1.56, 2.97)
H (0.33, 0.75, 1.61)
H (0.25, -0.13, 3.17)
H (-2.50, 0.60, 2.63)
H (-2.07, 0.88, 0.15)
H (-3.09, -0.52, 0.57)
H (-1.74, -2.53, -0.59)
H (2.75, -1.22, -1.29)
H (3.31, 0.44, -1.57)
H (2.95, -0.72, 0.86)
H (3.47, 0.77, 0.58)
H (3.07, 2.23, -3.78)
H (3.17, 1.34, -5.14)
H (0.35, -1.12, -4.37)
H (1.04, 4.38, -1.00)
H (-1.91, 2.72, -1.46)
Br (1.76, -3.17, -2.99)
C (3.11, -3.54, -4.35)
C (4.29, -4.27, -3.76)
Br (5.42, -3.05, -2.75)
H (3.37, -2.58, -4.79)
H (2.61, -4.15, -5.09)
H (4.93, -4.67, -4.54)
H (4.00, -5.07, -3.08)
Br (-2.36, -5.05, -3.32)
C (-2.64, -4.35, -5.12)
C (-1.84, -3.10, -5.35)
Br (-2.65, -1.56, -4.48)
H (-3.71, -4.20, -5.24)
H (-2.31, -5.14, -5.79)
H (-1.82, -2.85, -6.41)
H (-0.82, -3.17, -4.98)
Br (-0.31, 3.30, 6.39)
C (-1.72, 4.50, 5.78)
C (-2.60, 3.82, 4.76)
Br (-1.73, 3.74, 3.02)
H (-1.24, 5.39, 5.41)
H (-2.29, 4.74, 6.68)
H (-3.51, 4.40, 4.60)
H (-2.87, 2.81, 5.03)
Br (-2.43, 5.03, 9.66)
C (-0.63, 5.73, 9.41)
C (-0.55, 7.18, 9.80)
Br (-1.33, 8.33, 8.44)
H (-0.37, 5.55, 8.37)
H (0.00, 5.12, 10.05)
H (0.49, 7.50, 9.87)
H (-1.05, 7.40, 10.74)
Br (-8.66, -5.44, -2.37)
C (-7.77, -5.06, -4.05)
C (-6.31, -4.75, -3.85)
Br (-6.06, -2.94, -3.16)
H (-8.32, -4.25, -4.53)
H (-7.89, -5.96, -4.65)
H (-5.78, -4.77, -4.80)
H (-5.83, -5.42, -3.15)
Br (6.64, -1.42, 2.25)
C (6.36, -0.74, 0.45)
C (7.14, 0.53, 0.21)
Br (6.29, 2.06, 1.06)
H (5.29, -0.61, 0.32)
H (6.71, -1.53, -0.21)
H (7.16, 0.77, -0.85)
H (8.16, 0.48, 0.59)

***

No. 4
Computed, not measured: C16H40F4N4O12S4V as an isolated structure, with wB97M-V/def2-TZVPD.

The HOMO energy (spin up / spin down) comes out at -9.1 / -9.1 eV. Its charge is +1. The calculation puts the LUMO energy (spin up / spin down) at -3.38 / -6.68 eV. As for the multiplicity: 3. For the relative energy (zero: lowest compared OMol25 entry of this formula, charge and spin), the calculation gives 267.8 kcal/mol.

Atoms and positions in Å:
O (11.23, -4.55, 8.24)
V (12.06, -3.36, 8.98)
O (13.61, -3.53, 8.89)
C (19.40, -12.73, 10.54)
C (20.39, -11.51, 10.59)
N (20.08, -10.31, 9.57)
C (20.33, -10.98, 8.17)
C (18.62, -9.76, 9.57)
C (18.30, -8.64, 8.52)
C (21.16, -9.24, 9.85)
C (21.16, -8.54, 11.17)
O (20.17, -7.48, 11.11)
C (20.04, -6.72, 12.29)
H (19.57, -13.34, 11.43)
H (19.64, -13.24, 9.61)
H (18.35, -12.44, 10.61)
H (21.44, -11.73, 10.39)
H (20.41, -11.09, 11.59)
H (20.26, -10.16, 7.46)
H (19.59, -11.75, 7.96)
H (21.30, -11.47, 8.08)
H (18.40, -9.33, 10.55)
H (17.92, -10.59, 9.51)
H (18.37, -8.97, 7.48)
H (18.87, -7.72, 8.62)
H (17.28, -8.26, 8.54)
H (20.97, -8.55, 9.02)
H (22.15, -9.69, 9.76)
H (22.12, -8.04, 11.27)
H (21.00, -9.17, 12.05)
H (19.39, -5.87, 12.11)
H (20.91, -6.33, 12.82)
H (19.59, -7.23, 13.14)
C (19.25, 2.82, 11.37)
C (20.04, 3.27, 10.14)
N (21.35, 2.54, 9.84)
C (22.32, 2.97, 10.94)
C (21.28, 0.92, 9.90)
C (20.26, 0.47, 8.81)
C (21.92, 3.05, 8.43)
C (23.08, 2.25, 7.84)
O (24.16, 2.40, 8.69)
C (25.18, 1.57, 8.36)
H (18.34, 3.41, 11.32)
H (19.75, 3.11, 12.29)
H (19.01, 1.76, 11.43)
H (20.22, 4.34, 10.22)
H (19.36, 3.12, 9.30)
H (23.36, 2.66, 10.83)
H (21.88, 2.62, 11.87)
H (22.29, 4.05, 10.81)
H (20.93, 0.79, 10.92)
H (22.25, 0.45, 9.73)
H (19.43, 1.18, 8.77)
H (19.87, -0.50, 9.10)
H (20.61, 0.42, 7.78)
H (21.97, 4.14, 8.33)
H (21.11, 2.77, 7.75)
H (23.48, 2.66, 6.92)
H (22.75, 1.24, 7.63)
H (26.12, 1.87, 8.81)
H (25.41, 1.44, 7.30)
H (25.06, 0.57, 8.77)
N (11.36, 0.64, 7.04)
S (11.83, 2.06, 7.18)
O (10.84, 3.02, 7.62)
O (12.97, 2.52, 6.49)
F (12.51, 1.83, 8.58)
S (10.33, 1.07, 5.73)
O (11.09, 1.58, 4.56)
O (8.97, 1.51, 6.02)
F (9.97, -0.43, 5.21)
N (10.87, -3.49, 13.24)
S (11.22, -2.66, 14.50)
O (11.59, -3.33, 15.73)
O (10.38, -1.47, 14.48)
F (12.60, -2.21, 13.85)
S (9.52, -4.25, 14.15)
O (8.34, -3.42, 14.35)
O (9.72, -5.49, 14.88)
F (8.91, -4.95, 12.80)

***

No. 5
Computed, not measured: C16H40F6K2N3O20S6 as an isolated structure, with wB97M-V/def2-TZVPD.

The HOMO energy comes out at -6.7 eV. Its charge is -1. The calculation puts the LUMO energy at -0.03 eV. For the relative energy (zero: lowest compared OMol25 entry of this formula, charge and spin), the calculation gives 0.0 kcal/mol.

Atoms and positions in Å:
K (1.48, 0.18, 4.05)
K (-1.53, -3.33, 1.65)
N (3.44, 6.45, 2.73)
S (3.22, 6.60, 4.36)
O (4.27, 7.23, 5.21)
O (2.43, 5.61, 5.06)
F (2.13, 7.79, 4.23)
S (4.51, 5.43, 2.92)
O (4.31, 4.18, 3.63)
O (5.85, 6.05, 2.96)
F (4.53, 5.02, 1.39)
N (-2.25, -1.27, 5.32)
S (-3.79, -0.45, 5.49)
O (-3.94, 0.56, 6.45)
O (-5.02, -1.18, 5.06)
F (-3.59, 0.58, 4.25)
S (-2.28, -1.73, 6.81)
O (-3.41, -2.53, 7.29)
O (-1.85, -0.67, 7.73)
F (-1.12, -2.83, 6.76)
N (1.44, -0.88, 0.13)
S (0.78, 0.37, -0.80)
O (0.24, 0.03, -2.10)
O (1.55, 1.66, -0.68)
F (-0.52, 0.53, 0.14)
S (2.52, -1.24, -0.85)
O (3.50, -0.22, -1.29)
O (1.98, -2.24, -1.77)
F (3.35, -2.14, 0.14)
C (-2.87, 4.65, -2.28)
O (-2.91, 4.91, -0.88)
C (-4.02, 5.77, -0.48)
C (-3.83, 6.24, 0.95)
O (-3.02, 7.44, 0.84)
C (-2.91, 8.09, 2.09)
H (-3.60, 5.00, -3.01)
H (-3.16, 3.61, -2.43)
H (-1.96, 4.93, -2.82)
H (-4.97, 5.28, -0.71)
H (-4.09, 6.66, -1.11)
H (-3.48, 5.54, 1.72)
H (-4.81, 6.38, 1.40)
H (-2.49, 9.10, 2.05)
H (-2.23, 7.48, 2.68)
H (-3.86, 8.16, 2.63)
C (2.18, -7.15, 1.64)
O (1.58, -6.24, 2.58)
C (1.41, -6.81, 3.88)
C (0.01, -7.45, 4.10)
O (-1.05, -6.41, 3.94)
C (-2.25, -7.10, 3.90)
H (2.06, -6.86, 0.59)
H (1.91, -8.19, 1.82)
H (3.20, -7.27, 1.98)
H (1.34, -6.00, 4.62)
H (2.25, -7.38, 4.26)
H (-0.09, -7.96, 5.06)
H (-0.19, -8.26, 3.39)
H (-3.04, -6.39, 3.64)
H (-2.56, -7.61, 4.81)
H (-2.42, -7.88, 3.15)
C (6.79, 1.55, -5.59)
O (7.76, 1.98, -6.53)
C (7.62, 3.33, -6.93)
C (7.02, 3.34, -8.37)
O (5.56, 3.26, -8.20)
C (5.03, 3.47, -9.42)
H (5.77, 1.63, -5.97)
H (6.71, 2.11, -4.66)
H (6.75, 0.47, -5.42)
H (8.61, 3.79, -7.03)
H (7.12, 3.87, -6.13)
H (7.43, 2.53, -8.96)
H (7.30, 4.35, -8.69)
H (5.60, 4.03, -10.15)
H (4.28, 4.14, -9.00)
H (4.67, 2.54, -9.85)
C (-3.95, -7.06, -0.98)
O (-4.18, -5.70, -0.69)
C (-5.39, -5.06, -1.19)
C (-5.03, -3.61, -1.53)
O (-4.59, -2.67, -0.55)
C (-4.85, -1.33, -1.01)
H (-4.34, -7.75, -0.23)
H (-2.87, -7.15, -1.11)
H (-4.54, -7.43, -1.82)
H (-6.15, -5.27, -0.44)
H (-5.65, -5.47, -2.17)
H (-6.00, -3.28, -1.91)
H (-4.32, -3.51, -2.35)
H (-4.77, -0.54, -0.26)
H (-5.80, -1.23, -1.53)
H (-3.98, -1.15, -1.64)

***

No. 6
Computed, not measured: C16H40N2NbO2 as an isolated structure, with wB97M-V/def2-TZVPD.

The HOMO energy comes out at -4.5 eV. Its charge is -1. The calculation puts the LUMO energy at 1.79 eV.

Atoms and positions in Å:
C (8.25, 0.67, 2.32)
C (8.50, 0.81, 1.15)
C (8.42, 0.99, -0.29)
Nb (8.93, -0.87, -1.53)
C (7.30, -2.22, -0.68)
C (6.07, -1.39, -0.25)
C (4.75, -2.20, -0.24)
C (3.61, -1.24, 0.20)
C (2.91, -0.56, -1.01)
H (8.02, 0.58, 3.35)
H (7.45, 1.36, -0.62)
H (9.15, 1.77, -0.55)
H (10.14, -1.35, -0.24)
H (9.60, -2.26, -2.52)
H (7.79, -0.42, -2.93)
H (10.18, 0.16, -2.43)
H (7.03, -3.01, -1.39)
H (7.72, -2.75, 0.19)
H (6.20, -1.06, 0.78)
H (5.93, -0.55, -0.93)
H (4.50, -2.55, -1.25)
H (4.80, -3.01, 0.50)
H (4.08, -0.44, 0.79)
H (2.87, -1.75, 0.83)
H (1.91, -0.99, -1.10)
H (2.82, 0.52, -0.90)
H (3.43, -0.82, -1.94)
C (-3.57, 0.41, -0.56)
C (-2.56, 0.85, -1.61)
C (-1.17, 0.22, -1.45)
O (-0.39, 0.76, -0.41)
C (-0.69, 0.27, 0.88)
N (-2.49, 2.32, -1.61)
H (-3.42, 0.90, 0.40)
H (-4.58, 0.66, -0.88)
H (-3.53, -0.67, -0.40)
H (-2.95, 0.53, -2.58)
H (-0.61, 0.41, -2.36)
H (-1.25, -0.88, -1.35)
H (-0.99, -0.79, 0.86)
H (-1.47, 0.87, 1.36)
H (0.21, 0.36, 1.49)
H (-1.90, 2.62, -2.39)
H (-1.96, 2.60, -0.79)
C (-7.94, -0.57, 0.25)
C (-7.13, 0.24, 1.25)
C (-7.93, 0.70, 2.47)
O (-8.81, 1.79, 2.23)
C (-10.04, 1.44, 1.63)
N (-6.50, 1.37, 0.55)
H (-8.59, 0.05, -0.37)
H (-7.27, -1.10, -0.43)
H (-8.56, -1.31, 0.75)
H (-6.33, -0.41, 1.62)
H (-7.23, 1.06, 3.22)
H (-8.48, -0.14, 2.93)
H (-10.40, 0.47, 1.97)
H (-9.96, 1.45, 0.54)
H (-10.77, 2.20, 1.92)
H (-5.87, 1.84, 1.19)
H (-7.23, 2.05, 0.36)

***

| no. | E_tot (eV) |
| --- | --- |
| 1 | -78721.4964 |
| 2 | -74839.4527 |
| 3 | -914077.2405 |
| 4 | -127647.6860 |
| 5 | -176616.1165 |
| 6 | -25857.3350 |